Run 1
The following is a quantum chemistry calculation of C4H6N as an isolated structure, from the Open Molecules 2025 dataset.

XYZ file:
```
11
Properties=species:S:1:pos:R:3:nbo_charge:R:1
C 0.72 -0.74 0.79 -0.34
C 1.56 -1.20 1.65 0.46
C -0.64 -0.97 0.39 -0.15
C 0.03 1.27 -0.51 -0.41
N 0.26 -0.15 -0.35 -0.32
H -0.88 -1.98 0.12 0.28
H -1.32 -0.41 1.01 0.25
H 0.82 1.65 -1.15 0.25
H -0.96 1.31 -0.82 0.24
H -0.01 1.76 0.44 0.25
H 0.42 -0.54 -1.58 0.50
```

Highest occupied orbital energy ... -0.5897 Eh
Charge ... +1
Frontier orbital gap ... 0.3588 hartree
Spin multiplicity ... 1

Run 2
The following is a quantum chemistry calculation of a 2-piece molecular cluster, C4H6N overall, from the Open Molecules 2025 dataset.

XYZ file:
```
11
Properties=species:S:1:pos:R:3:nbo_charge:R:1
C 2.55 -0.76 0.10 0.37
C 0.21 1.92 -0.04 -0.28
C 0.57 0.67 0.09 0.04
C -1.11 -1.02 -0.04 -0.31
N 1.68 0.01 0.10 -0.23
H 3.37 -1.41 0.08 0.29
H 0.93 2.72 -0.10 0.23
H -0.83 2.21 -0.08 0.25
H -1.96 -0.37 0.05 0.22
H -0.85 -1.40 -1.00 0.21
H -0.82 -1.57 0.84 0.21
```

Highest occupied orbital energy ... -0.5247 Eh
Charge ... +1
Frontier orbital gap ... 0.3190 hartree
Spin multiplicity ... 1

Run 3
The following is a quantum chemistry calculation of an isolated ion of composition C4H6N and charge +1, from the Open Molecules 2025 dataset.

XYZ file:
```
11
Properties=species:S:1:pos:R:3:nbo_charge:R:1
C -0.56 -0.56 1.13 -0.18
C -0.87 -0.25 -0.12 0.20
C 0.72 0.17 1.13 -0.08
C -0.39 -0.27 -1.46 -0.22
N 0.36 0.63 -0.58 -0.47
H -1.07 -1.11 1.89 0.28
H 0.83 1.12 1.64 0.25
H 1.62 -0.44 1.10 0.26
H 0.11 -1.18 -1.80 0.26
H -0.93 0.26 -2.24 0.28
H 0.19 1.63 -0.68 0.43
```

Highest occupied orbital energy ... -0.5632 Eh
SMILES ... C1=C2C[N@@H+]2C1
Charge ... +1
Frontier orbital gap ... 0.3929 hartree
Spin multiplicity ... 1

Energy above the most stable structure, in kJ/mol: run 1 284.5; run 2 59.6; run 3 0.0

Run 1
The following is a quantum chemistry calculation of a 2-piece molecular cluster, C7H14N2 overall, from the Open Molecules 2025 dataset.

XYZ file:
```
23
Properties=species:S:1:pos:R:3:nbo_charge:R:1
C 3.70 -0.71 0.65 -0.63
C 0.42 0.52 0.93 0.16
C 2.32 -0.59 1.02 0.07
C 1.78 -0.70 2.26 -0.11
N 1.50 0.21 0.26 -0.47
N 0.58 -0.04 2.16 -0.51
H -0.38 1.04 0.49 0.21
H -0.13 -0.02 2.84 0.40
H 2.04 -1.33 3.11 0.22
H 3.73 -1.26 -0.35 0.22
H 4.39 -1.19 1.32 0.22
H 4.08 0.35 0.45 0.23
C -1.92 -0.04 -1.90 -0.43
C -1.94 -0.50 -0.44 -0.58
C -2.61 1.29 -1.96 -0.63
H -0.89 0.13 -2.26 0.21
H -2.25 -0.87 -2.56 0.21
H -2.99 -0.74 -0.24 0.20
H -1.72 0.41 0.31 0.17
H -2.23 2.28 -1.53 0.22
H -2.77 1.67 -3.00 0.22
H -1.17 -1.15 -0.22 0.22
H -3.53 1.24 -1.33 0.20
```

Highest occupied orbital energy ... -0.3144 Eh
SMILES ... Cc1c[nH]cn1.CCC
Frontier orbital gap ... 0.3465 hartree
Spin multiplicity ... 1

Run 2
The following is a quantum chemistry calculation of one molecule with the formula C7H14N2, from the Open Molecules 2025 dataset.

XYZ file:
```
23
Properties=species:S:1:pos:R:3:nbo_charge:R:1
C -0.58 1.44 0.29 0.01
C 1.73 -0.82 1.35 -0.68
C 1.55 1.17 -0.87 -0.60
C -1.40 -1.38 -1.26 -0.65
C 0.30 -0.50 1.01 0.40
C 0.23 0.53 -0.46 -0.11
N -1.93 1.30 0.49 -0.80
C -0.10 -0.65 -1.20 -0.36
N -0.64 -0.96 1.73 -0.74
H -0.08 2.22 0.86 0.20
H -2.41 2.07 0.94 0.40
H -2.48 0.84 -0.21 0.40
H -1.57 -0.62 1.50 0.36
H 0.73 -1.10 -1.73 0.20
H 1.73 -1.49 2.20 0.25
H 2.23 -1.33 0.52 0.22
H 2.30 0.07 1.60 0.22
H 2.30 0.42 -1.12 0.22
H 1.98 1.79 -0.08 0.20
H 1.37 1.81 -1.73 0.23
H -1.32 -2.21 -1.96 0.23
H -1.68 -1.82 -0.28 0.20
H -2.24 -0.77 -1.59 0.18
```

Highest occupied orbital energy (spin up / spin down) ... -0.2185 / -0.2165 Eh
Frontier orbital gap (spin up / spin down) ... 0.2465 / 0.2442 hartree
Spin multiplicity ... 1

Run 3
The following is a quantum chemistry calculation of a 2-piece molecular cluster, C7H14N2 overall, from the Open Molecules 2025 dataset.

XYZ file:
```
23
Properties=species:S:1:pos:R:3:nbo_charge:R:1
C -1.34 -1.48 -2.35 -0.39
C -2.81 -1.00 -2.62 -0.61
C -1.27 -2.88 -1.75 -0.63
H -0.95 -1.56 -3.36 0.20
H -0.97 -0.71 -1.70 0.20
H -3.51 -1.06 -1.79 0.20
H -1.49 -2.85 -0.67 0.20
H -1.71 -3.73 -2.24 0.22
H -3.26 -1.41 -3.52 0.20
H -2.65 0.05 -2.93 0.20
H -0.19 -3.08 -1.57 0.21
C 2.90 2.18 1.15 -0.64
C 1.02 0.99 2.42 -0.12
C 1.68 1.35 1.30 0.09
C -0.12 0.31 0.69 0.17
N -0.20 0.50 2.07 -0.55
N 0.93 0.87 0.19 -0.46
H 1.63 0.99 3.32 0.22
H -0.95 0.32 2.71 0.42
H 3.53 1.64 0.42 0.22
H 3.45 2.26 2.08 0.21
H -0.85 -0.20 0.09 0.19
H 2.79 3.19 0.76 0.23
```

Highest occupied orbital energy ... -0.3147 Eh
SMILES ... Cc1c[nH]cn1.CCC
Frontier orbital gap ... 0.3455 hartree
Spin multiplicity ... 1

Run 4
The following is a quantum chemistry calculation of one molecule with the formula C7H14N2, from the Open Molecules 2025 dataset.

XYZ file:
```
23
Properties=species:S:1:pos:R:3:nbo_charge:R:1
C 1.07 0.01 -1.78 -0.47
C 1.13 -0.76 1.02 -0.40
C -1.47 1.88 1.22 -0.65
C 1.09 -1.45 -2.24 -0.60
N 0.09 0.11 0.50 -0.46
C -0.09 0.29 -0.84 0.47
C -0.90 0.51 1.42 0.23
C -1.24 -0.24 2.47 -0.47
N -1.22 0.69 -1.26 -0.73
H -1.26 0.84 -2.27 0.34
H 0.94 0.65 -2.65 0.22
H 2.03 0.27 -1.32 0.21
H 2.06 -0.62 0.47 0.20
H 0.85 -1.81 0.97 0.18
H 1.31 -0.49 2.06 0.22
H -0.69 2.58 0.92 0.21
H -1.93 2.23 2.14 0.21
H -2.22 1.86 0.43 0.26
H -1.94 0.13 3.19 0.21
H -0.86 -1.23 2.63 0.20
H 0.13 -1.71 -2.68 0.21
H 1.86 -1.60 -2.99 0.21
H 1.27 -2.13 -1.41 0.20
```

Highest occupied orbital energy ... -0.3035 Eh
SMILES ... [H]/N=C(\CC)N(C)C(=C)C
Frontier orbital gap ... 0.3372 hartree
Spin multiplicity ... 1

Energy above the most stable structure, in kJ/mol: run 1 105.7; run 2 312.4; run 3 41.8; run 4 0.0

Run 1
The following is a quantum chemistry calculation of a 2-piece molecular cluster, C7H14N2 overall, from the Open Molecules 2025 dataset.

XYZ file:
```
23
Properties=species:S:1:pos:R:3:nbo_charge:R:1
C 0.22 -1.81 -0.61 -0.37
C 0.68 -3.28 -0.24 -0.61
C 0.88 -1.26 -1.93 -0.60
H -0.87 -1.99 -0.67 0.19
H 0.33 -1.18 0.17 0.21
H 0.35 -3.34 0.83 0.21
H 1.71 -3.37 -0.46 0.20
H 0.62 -0.18 -2.01 0.19
H 1.90 -1.35 -2.04 0.20
H 0.17 -3.96 -0.94 0.20
H 0.44 -1.68 -2.85 0.20
C 0.29 1.34 2.57 -0.64
C -0.67 1.72 -0.91 0.18
C -0.45 1.85 1.31 0.09
C -1.31 2.84 0.96 -0.12
N -0.05 1.14 0.11 -0.49
N -1.49 2.73 -0.47 -0.55
H -0.27 1.41 -1.98 0.22
H -2.25 3.10 -0.89 0.40
H -1.73 3.75 1.54 0.23
H -0.27 0.52 3.03 0.22
H 0.45 2.16 3.32 0.22
H 1.29 0.85 2.16 0.24
```

Highest occupied orbital energy ... -0.3288 Eh
SMILES ... Cc1c[nH]cn1.CCC
Frontier orbital gap ... 0.3628 hartree
Spin multiplicity ... 1

Run 2
The following is a quantum chemistry calculation of a 2-piece molecular cluster, C7H14N2 overall, from the Open Molecules 2025 dataset.

XYZ file:
```
23
Properties=species:S:1:pos:R:3:nbo_charge:R:1
C -0.19 0.50 -2.81 -0.64
C -1.56 0.21 -0.63 -0.14
C -1.01 0.98 -1.66 0.10
C -1.79 2.41 -0.28 0.15
N -2.01 1.17 0.25 -0.52
N -1.09 2.31 -1.39 -0.46
H -1.68 -0.84 -0.45 0.22
H -2.59 0.92 1.03 0.41
H 0.03 1.34 -3.47 0.23
H -0.67 -0.29 -3.40 0.22
H -2.09 3.34 0.16 0.20
H 0.71 0.05 -2.39 0.22
C 0.70 -1.38 1.37 -0.39
C 1.48 -1.11 0.11 -0.61
C 1.49 -0.91 2.62 -0.61
H -0.25 -0.84 1.30 0.19
H 0.47 -2.46 1.47 0.19
H 1.58 0.00 0.10 0.20
H 1.05 -1.41 3.49 0.21
H 2.51 -1.33 2.56 0.20
H 0.99 -1.33 -0.83 0.21
H 2.50 -1.51 0.20 0.20
H 1.41 0.16 2.65 0.21
```

Highest occupied orbital energy ... -0.3111 Eh
SMILES ... Cc1c[nH]cn1.CCC
Frontier orbital gap ... 0.3426 hartree
Spin multiplicity ... 1

Energy above the most stable structure, in kJ/mol: run 1 149.2; run 2 0.0